(1)
Below is 2 unconnected molecules or ions with the total composition C4H13N2 at a distorted geometry, with properties calculated with ωB97M-V/def2-TZVPD.

Frontier orbital gap = 0.1975 Eh
Calculated total energy = -7325.7253 eV
Max |F| = 5.7 eV/Å
Energy above the lowest of the compared OMol25 structures with the same formula, charge and spin = 179.0 kcal per mole
Net charge = +1
Highest occupied orbital energy = -14.45 eV

Last column: Mulliken charge in e.
CARTESIAN COORDINATES (ANGSTROEM)
H: -2.21292 -0.65108 0.24903  0.1985
H: -0.34595 -2.26073 2.02443  0.2759
H: 0.04002 -1.63126 0.48890  0.2046
H: -0.94677 -3.20932 0.65184  0.2967
C: -0.71170 -2.18689 0.96338  -0.5551
N: 0.93183 -0.44463 -0.72239  -0.2509
C: -2.08329 -1.40363 1.01187  -0.8389
H: 2.67327 1.27749 -0.92780  0.2410
H: -2.93718 -1.96069 1.13118  0.3930
H: 0.29307 0.96945 -2.15183  0.4010
H: -0.85165 0.75619 -0.69432  0.1054
N: 2.14279 2.15982 -0.99328  -0.4710
H: 1.16832 -0.94551 -1.53151  0.2860
H: 0.24353 2.98115 -0.41515  0.3984
C: 0.20252 0.74735 -1.02301  -0.0483
H: 2.65893 2.88030 -0.51278  0.2824
H: -2.01471 -0.78690 1.98366  0.2477
C: 0.83144 2.02617 -0.41014  -0.4599
H: 0.91844 1.68273 0.87792  0.2933

(2)
Below is a gas-phase ion, C4H13N2 (charge +1) at a distorted geometry, with properties calculated with ωB97M-V/def2-TZVPD.

Frontier orbital gap = 0.3561 Eh
Calculated total energy = -7330.7525 eV
Max |F| = 4.0 eV/Å
SMILES = CCNCC[NH3+]
Energy above the lowest of the compared OMol25 structures with the same formula, charge and spin = 63.1 kcal per mole
Net charge = +1
Highest occupied orbital energy = -13.13 eV

Last column: Mulliken charge in e.
CARTESIAN COORDINATES (ANGSTROEM)
C: 0.27752 -0.40752 -1.78328  -1.1332
C: 0.75550 -1.42274 -0.84684  -0.3484
H: -0.59684 1.48185 2.18668  0.3598
H: 1.19267 0.20341 -2.01755  0.3056
H: 0.26427 -2.38888 -1.03661  0.3558
H: -1.78708 -0.24532 1.51606  0.4081
C: -0.51774 1.26696 1.11898  -0.6437
H: -0.27992 -0.83215 -2.69807  0.2349
H: 1.42656 1.17441 0.05685  0.1985
N: 0.63780 -0.93332 0.53436  -0.3150
H: 1.19775 -1.40276 1.23571  0.2453
N: -1.73536 0.43496 0.75046  -0.2942
H: -2.66139 0.92288 0.62963  0.3821
H: -0.35469 0.48603 -1.51274  0.3595
H: 1.73213 -1.82363 -1.12608  0.3034
H: -1.61199 -0.06462 -0.17918  0.2925
H: 1.51208 0.66456 1.67536  0.4588
H: -0.33566 2.37231 0.68297  0.3033
C: 0.88438 0.51357 0.81329  -0.4731

(3)
Below is a gas-phase ion, C4H13N2 (charge +1) at a distorted geometry, with properties calculated with ωB97M-V/def2-TZVPD.

Frontier orbital gap = 0.3693 Eh
Calculated total energy = -7331.4052 eV
Max |F| = 7.2 eV/Å
SMILES = C[NH2+][C@H](C)CN
Energy above the lowest of the compared OMol25 structures with the same formula, charge and spin = 48.0 kcal per mole
Net charge = +1
Highest occupied orbital energy = -13.35 eV

Last column: Mulliken charge in e.
CARTESIAN COORDINATES (ANGSTROEM)
H: 1.15791 -0.12070 -1.85824  0.3627
H: 0.20124 1.68018 1.46964  0.3008
H: 1.39933 1.35379 -0.84114  0.4342
H: 0.21553 -1.30567 0.12968  0.2030
C: 1.32437 0.34597 -0.81985  -0.7442
C: -2.42903 -0.42686 0.12803  -0.8824
C: 0.12047 -0.22207 0.08632  0.2168
H: -3.24371 -0.07688 -0.46349  0.4039
C: 0.23286 0.51501 1.38437  -1.3291
N: -1.14871 -0.01573 -0.70037  -0.1988
H: -0.93788 -0.66121 -1.46642  0.3957
N: 2.51472 -0.37493 -0.25741  -0.5181
H: -2.50181 0.04470 1.13801  0.3327
H: 1.19673 0.27672 1.91677  0.3986
H: -1.31603 0.94590 -1.02135  0.3789
H: 2.99202 -0.97360 -0.95228  0.2127
H: -2.38831 -1.46933 0.00494  0.3679
H: -0.55513 0.19915 2.01989  0.4325
H: 3.16541 0.28559 0.10289  0.2322

(4)
Below is 2 unconnected molecules or ions with the total composition C4H13N2O at a distorted geometry, with properties calculated with ωB97M-V/def2-TZVPD.

Frontier orbital gap = 0.2629 Eh
Calculated total energy = -9386.1999 eV
Max |F| = 1.9 eV/Å
Energy above the lowest of the compared OMol25 structures with the same formula, charge and spin = 15.3 kcal per mole
Net charge = -1
Highest occupied orbital energy = -3.22 eV

Last column: Mulliken charge in e.
CARTESIAN COORDINATES (ANGSTROEM)
H: 1.21421 0.05943 -2.35026  0.1957
H: 0.19765 -2.58006 1.52080  0.2623
C: 1.23075 1.88283 -1.52506  -0.3452
C: -0.43644 -0.13797 0.47058  -0.5048
H: 1.78933 2.68089 -2.06521  0.2955
H: -1.35386 -3.16675 2.08819  0.3501
H: -0.65201 1.72245 1.27774  0.1923
H: 0.66146 -0.14886 0.73348  0.2271
C: -0.90592 -2.48725 1.36547  -1.1562
H: 1.42690 2.09484 -0.43489  0.1583
H: -0.65427 1.64275 -0.52076  0.4444
H: 2.66457 0.74028 -2.51642  0.2833
C: -1.20372 -1.01842 1.49331  -0.2205
H: -0.93371 -0.61743 2.49244  0.2091
H: -1.10443 -2.91803 0.38174  0.3056
H: -0.53016 -0.58759 -0.49447  0.2883
N: -1.00968 1.20704 0.46862  -0.7750
O: -0.07529 1.86602 -1.86307  -0.8550
N: 1.93172 0.55839 -1.82734  -0.6633
H: -2.25710 -0.79256 1.30512  0.3080

(5)
Below is 2 unconnected molecules or ions with the total composition C4H13N2O at a distorted geometry, with properties calculated with ωB97M-V/def2-TZVPD.

Frontier orbital gap = 0.4046 Eh
Calculated total energy = -9378.8023 eV
Max |F| = 5.5 eV/Å
Energy above the lowest of the compared OMol25 structures with the same formula, charge and spin = 64.1 kcal per mole
Net charge = +1
Highest occupied orbital energy = -14.02 eV

Last column: Mulliken charge in e.
CARTESIAN COORDINATES (ANGSTROEM)
N: 1.19729 -1.23112 -0.52270  -0.5598
H: -2.73623 -0.24824 1.24249  0.1998
H: -1.10610 -0.37256 -1.89101  0.2930
C: -0.53817 0.46014 -1.32983  -0.6758
H: -2.85520 -0.92612 -0.59882  0.3209
H: 2.44240 -0.16763 2.18600  0.3061
H: 1.95108 -1.69779 -1.01929  0.2831
H: -1.12490 0.89436 1.96432  0.4015
C: -1.22274 0.37326 -0.02030  0.6617
H: 1.56176 0.11763 -2.23260  0.3952
H: -0.62885 1.43802 -1.81821  0.3198
C: 1.04544 0.05699 -1.23322  -0.6499
H: 1.71928 -1.05551 1.25185  0.3142
C: -2.40283 -0.24397 0.12932  -0.9525
H: -0.54916 2.03819 1.04519  0.3381
H: 0.43182 -1.86961 -0.84457  0.2341
N: -0.65986 1.11698 1.11225  -0.1721
H: 0.34439 0.81822 1.45421  0.2636
O: 1.57759 -0.27366 1.78780  -0.6364
H: 1.55300 0.77241 -0.66286  0.3155

(6)
Below is 2 unconnected molecules or ions with the total composition C4H13N2O at a distorted geometry, with properties calculated with ωB97M-V/def2-TZVPD.

Frontier orbital gap = 0.4003 Eh
Calculated total energy = -9381.0664 eV
Max |F| = 1.4 eV/Å
Energy above the lowest of the compared OMol25 structures with the same formula, charge and spin = 11.9 kcal per mole
Net charge = +1
Highest occupied orbital energy = -13.96 eV

Last column: Mulliken charge in e.
CARTESIAN COORDINATES (ANGSTROEM)
C: 1.41840 1.34933 -1.41325  -0.3076
H: 0.79553 -0.19073 1.60356  0.1775
H: -3.11223 -0.30429 2.13128  0.2655
H: 0.23184 0.42731 -2.79723  0.3519
C: -2.35485 -1.08913 2.16134  -1.0309
H: -2.75067 -2.06367 1.88695  0.2989
H: -2.12790 -1.19454 3.22210  0.3459
N: 0.26457 0.41530 -1.78158  -0.2635
O: -1.13182 -0.80198 0.13694  -0.7161
H: 0.29945 -0.53315 -1.40381  0.3340
H: -0.59994 0.85218 -1.44358  0.3431
H: 3.19377 0.11530 -1.47740  0.3207
C: -1.15003 -0.70414 1.36217  0.7613
H: -0.02692 -0.30899 3.07907  0.2125
H: 3.42574 1.72638 -2.13477  0.3430
H: 1.47460 1.32966 -0.32609  0.2545
H: 2.48528 0.52623 -3.03848  0.3288
H: 1.05565 2.31642 -1.74882  0.3658
C: 2.71463 0.91611 -2.04004  -1.0554
N: -0.08826 -0.30286 2.08210  -0.3301

(7)
Below is 2 unconnected molecules or ions with the total composition C4H13N2O at a distorted geometry, with properties calculated with ωB97M-V/def2-TZVPD.

Frontier orbital gap = 0.3796 Eh
Calculated total energy = -9378.8950 eV
Max |F| = 2.1 eV/Å
Energy above the lowest of the compared OMol25 structures with the same formula, charge and spin = 62.0 kcal per mole
Net charge = +1
Highest occupied orbital energy = -13.48 eV

Last column: Mulliken charge in e.
CARTESIAN COORDINATES (ANGSTROEM)
H: 0.65264 -0.04001 -0.63122  0.4309
H: -0.40319 -4.22871 0.91570  0.2484
H: 0.10763 4.02776 -1.37402  0.2804
H: -1.34721 -3.78668 -0.39113  0.2418
N: 0.06165 0.06336 0.18686  -0.2875
H: 0.72978 -2.32858 -0.37726  0.3060
N: -0.94670 -3.49562 0.52627  -0.5363
H: -1.30823 -1.30896 -0.78683  0.3595
C: -0.03275 -2.36263 0.44753  -0.4624
O: -0.66303 2.73372 0.13677  -0.5194
C: -0.86641 -1.13661 0.19523  -0.7211
H: 1.90979 1.85177 0.12285  0.2712
H: -0.47232 0.94713 0.16717  0.3080
H: 2.51167 3.01301 -1.09970  0.2623
H: -1.64916 -0.91428 0.94526  0.3676
C: 0.42366 3.23548 -0.66291  0.1477
H: 0.61714 0.08491 1.04730  0.3720
H: 0.44322 -2.19599 1.44428  0.3732
H: -1.39163 3.20792 -0.24064  0.3171
C: 1.62347 2.63301 -0.57151  -0.7593

(8)
Below is a gas-phase ion, C4H13N2O (charge +1) at a distorted geometry, with properties calculated with ωB97M-V/def2-TZVPD.

Frontier orbital gap = 0.3890 Eh
Calculated total energy = -9380.0033 eV
Max |F| = 1.7 eV/Å
SMILES = NC[C@H]([NH3+])CCO
Energy above the lowest of the compared OMol25 structures with the same formula, charge and spin = 36.4 kcal per mole
Net charge = +1
Highest occupied orbital energy = -13.85 eV

Last column: Mulliken charge in e.
CARTESIAN COORDINATES (ANGSTROEM)
C: -2.04748 0.30795 -0.42742  -0.6488
H: -0.06116 -1.21874 0.86212  0.3365
C: 0.26911 -0.46755 0.13624  -0.0900
N: 1.84881 0.43024 1.76672  -0.5323
H: -2.57056 -0.31501 0.30216  0.4266
H: 1.29027 1.42313 0.05409  0.4388
H: 1.35965 -2.07245 -0.78001  0.3564
H: 0.00085 1.38730 1.24667  0.3503
H: -3.71894 -0.00098 -1.45605  0.3339
C: 0.80595 0.79968 0.79402  -0.6791
H: 1.90479 -0.57618 -1.21342  0.3541
H: -1.98079 1.25657 0.07449  0.2587
H: -0.32001 0.66094 -1.57755  0.2999
N: 1.51369 -1.12643 -0.44352  -0.2727
H: -0.90017 -0.98219 -1.67560  0.3195
H: 2.19992 -1.14236 0.32499  0.3987
H: 2.62289 1.06360 1.87355  0.2136
C: -0.71588 -0.16515 -0.98030  -0.5478
H: 1.41693 0.20911 2.66376  0.2120
O: -2.91788 0.52848 -1.54495  -0.5282

(9)
Below is a gas-phase ion, C4H13N2O (charge +1) at a distorted geometry, with properties calculated with ωB97M-V/def2-TZVPD.

Frontier orbital gap = 0.3723 Eh
Calculated total energy = -9379.1609 eV
Max |F| = 4.0 eV/Å
SMILES = [NH3+]CCNCCO
Energy above the lowest of the compared OMol25 structures with the same formula, charge and spin = 55.9 kcal per mole
Net charge = +1
Highest occupied orbital energy = -13.19 eV

Last column: Mulliken charge in e.
CARTESIAN COORDINATES (ANGSTROEM)
H: -2.19706 -1.02156 1.13437  0.4515
H: 1.18531 1.03870 2.12774  0.3956
H: 0.37550 2.27898 -0.17988  0.3297
C: 1.18068 1.66010 0.00370  -0.4826
H: -1.00036 -1.48810 -2.28620  0.3556
H: 1.28677 -0.36208 1.02140  0.2398
H: 0.49430 -1.88634 -0.24983  0.3189
H: 1.62865 1.27718 -1.90723  0.2720
O: 1.27413 0.81318 -1.18814  -0.5840
H: -1.83349 -0.34909 -1.40182  0.4119
H: -1.24579 -2.70552 -0.20958  0.3586
H: -0.22622 -0.02885 -1.60712  0.2944
H: -1.10624 0.89101 1.96110  0.2315
H: 2.13466 2.21772 0.10324  0.3779
H: -0.57377 -1.60514 1.88085  0.3331
C: -1.06689 -0.92044 1.09426  -0.7401
C: 0.81223 0.65714 1.14339  -0.4657
N: -0.91558 -0.87096 -1.53300  -0.2029
C: -0.60933 -1.70938 -0.28207  -0.6266
N: -0.65805 0.45853 1.15620  -0.2686

(10)
Below is 2 unconnected molecules or ions with the total composition C4H13N2O at a distorted geometry, with properties calculated with ωB97M-V/def2-TZVPD.

Frontier orbital gap = 0.3483 Eh
Calculated total energy = -9379.9474 eV
Max |F| = 1.8 eV/Å
Energy above the lowest of the compared OMol25 structures with the same formula, charge and spin = 37.7 kcal per mole
Net charge = +1
Highest occupied orbital energy = -12.47 eV

Last column: Mulliken charge in e.
CARTESIAN COORDINATES (ANGSTROEM)
C: -0.72620 1.49161 0.46798  -0.8191
H: 1.02396 0.89881 -1.57341  0.3595
H: 0.22417 -0.43030 -2.21716  0.3665
O: 1.73836 -2.19631 -1.82748  -0.6494
H: 0.06729 2.23856 0.38769  0.3259
H: 0.59402 -0.31008 -0.63291  0.2414
N: 0.25388 0.23833 -1.45072  -0.2785
H: 1.08994 -1.09880 1.76253  0.3475
C: -0.98039 0.90319 -0.91026  -0.5926
H: -1.72830 0.11176 -0.88432  0.3734
H: 1.19789 -2.99090 -1.93192  0.3292
H: 1.70351 0.60673 1.10798  0.4042
H: -1.27116 1.64899 -1.64567  0.3835
C: 0.94011 -0.07814 1.45478  -1.1621
C: -0.31093 0.42083 1.45063  0.6629
N: -1.39663 -0.27577 1.96176  -0.5100
H: -1.15493 -0.95823 2.67040  0.2490
H: 2.48065 -2.55322 -1.31800  0.3199
H: -2.11597 0.30847 2.37963  0.2462
H: -1.62928 2.02448 0.74847  0.4023

(11)
Below is a gas-phase ion, C4H13N2O (charge +1) at a distorted geometry, with properties calculated with ωB97M-V/def2-TZVPD.

Frontier orbital gap (spin up / spin down) = 0.1991 / 0.3342 Eh
Calculated total energy = -9372.2052 eV
Max |F| = 7.0 eV/Å
<S²> = 2.008
Energy above the lowest of the compared OMol25 structures with the same formula, charge and spin = 73.5 kcal per mole
Net charge = +1
Highest occupied orbital energy (spin up / spin down) = -8.27 / -15.60 eV
2S+1 = 3

Last column: Mulliken spin population.
CARTESIAN COORDINATES (ANGSTROEM)
H: -0.44276 2.06634 -0.72679  -0.0085
H: 0.71625 -1.94214 -0.77720  -0.0613
H: 1.71796 -0.81775 -1.61894  -0.0638
H: 1.46177 1.68047 -0.36594  0.0167
C: 1.67513 0.94311 0.30791  0.0518
H: -1.34797 -1.44547 1.17093  0.0041
N: 0.84550 -1.04254 -1.16763  1.3074
O: 0.88730 -1.07439 1.31094  0.0595
C: 0.63318 -0.11126 0.32427  0.6176
C: -1.14152 1.33950 -0.71453  0.0186
H: 2.56735 0.44595 0.21580  -0.0134
H: 1.71338 1.51920 1.16988  0.0155
H: -2.75874 -0.85674 0.50034  -0.0023
N: -0.85622 0.31129 0.32785  -0.0139
C: -1.63032 -0.99416 0.27632  0.0316
H: -1.17765 0.79077 -1.69376  -0.0012
H: -2.17221 1.75982 -0.44674  0.0004
H: -0.93275 0.56521 1.27046  0.0102
H: 1.78761 -1.47896 1.26202  0.0302
H: -1.54531 -1.65825 -0.62518  0.0010

(12)
Below is 2 unconnected molecules or ions with the total composition C4H13N2O2 at a distorted geometry, with properties calculated with ωB97M-V/def2-TZVPD.

Frontier orbital gap = 0.2630 Eh
Calculated total energy = -11433.0380 eV
Max |F| = 3.2 eV/Å
Energy above the lowest of the compared OMol25 structures with the same formula, charge and spin = 39.2 kcal per mole
Net charge = -1
Highest occupied orbital energy = -3.54 eV

Last column: Mulliken charge in e.
CARTESIAN COORDINATES (ANGSTROEM)
H: 2.70070 0.25046 -0.60708  0.2780
C: 2.31852 -0.18710 -1.57518  -0.9068
H: 0.59477 -0.90679 -0.78740  0.2683
H: 0.90303 1.68317 -1.53052  0.3557
C: -1.04342 1.02044 -0.68133  -0.4426
H: -1.13360 0.85134 2.65913  0.2935
H: -0.28032 0.90898 -2.76631  0.1773
N: -0.62414 0.71196 0.68218  -0.3510
H: -1.48741 2.00414 -0.49907  0.4098
H: -0.74908 -1.67682 2.46024  0.4461
O: -0.07271 -2.37473 2.90548  -0.7650
H: 0.58372 -2.60312 2.23212  0.2313
C: -1.68288 0.44745 1.79376  -0.5075
H: -0.01968 -0.12017 0.77494  0.0709
H: 2.75806 -1.21251 -1.54486  0.3336
H: -1.76817 0.30048 -1.08412  0.2361
O: -1.87451 -0.88064 1.94192  -0.8906
H: -2.62627 0.95856 1.41278  0.3305
C: 0.12795 0.89012 -1.63647  -0.5458
N: 0.86282 -0.41479 -1.62435  -0.3734
H: 2.51261 0.34956 -2.52588  0.3518

> Which formula does entry 1 have?

C4H13N2

> Number 10 is which compound?

C4H13N2O

> What is the formula in the first record?

C4H13N2

> What is the formula in the first record?

C4H13N2